Below is a single C17H16N2O4S molecule in a non-equilibrium geometry, with properties calculated with ωB97M-V/def2-TZVPD.

Cartesian coordinates (Å):
C: -3.01 -3.46 0.87
C: -2.03 -2.38 1.29
O: -2.70 -1.12 1.23
C: -1.97 -0.04 1.49
O: -0.79 -0.06 1.73
C: -2.83 1.21 1.47
C: -3.57 1.39 0.16
O: -4.77 1.35 0.09
C: -2.74 1.59 -1.08
S: -1.07 2.25 -0.80
C: -0.15 0.76 -0.96
N: -0.74 -0.30 -1.47
C: -0.08 -1.45 -1.58
C: -0.81 -2.58 -2.24
N: 1.16 -1.67 -1.18
C: 1.78 -0.61 -0.66
C: 1.17 0.66 -0.54
O: 2.00 1.57 0.01
C: 3.16 0.91 0.28
C: 4.30 1.45 0.85
C: 5.37 0.60 1.03
C: 5.32 -0.74 0.65
C: 4.19 -1.28 0.08
C: 3.09 -0.45 -0.11
H: -2.51 -4.43 0.89
H: -3.37 -3.27 -0.13
H: -3.86 -3.48 1.55
H: -1.15 -2.35 0.62
H: -1.67 -2.54 2.31
H: -2.18 2.07 1.65
H: -3.56 1.13 2.27
H: -2.56 0.61 -1.55
H: -3.26 2.23 -1.78
H: -0.47 -3.53 -1.83
H: -0.59 -2.57 -3.30
H: -1.88 -2.46 -2.10
H: 4.33 2.49 1.14
H: 6.28 0.99 1.48
H: 6.19 -1.36 0.82
H: 4.14 -2.32 -0.21

Summary:
Energy ... -1466.107977 hartree
SMILES ... CCOC(=O)CC(=O)CSc1nc(C)nc2c1oc1ccccc12
Molecular weight ... 344.392 g mol⁻¹
Kohn-Sham gap ... 8.620 eV
Charge ... 0
ΔE to the lowest compared entry with this formula, charge and spin ... 0.006 eV
Spin multiplicity ... 1

---

Below is a single C17H16N2OS molecule in a non-equilibrium geometry, with properties calculated with ωB97M-V/def2-TZVPD.

Cartesian coordinates (Å):
C: 1.16 3.36 0.94
N: 1.51 1.98 0.60
C: 1.05 0.88 1.31
S: 0.41 1.02 2.83
C: 1.34 -0.41 0.53
C: 2.16 -1.42 1.34
C: 0.03 -1.04 0.00
O: 0.00 -1.56 -1.09
N: -1.14 -0.94 0.80
C: -2.49 -1.19 0.49
C: -3.38 -0.88 1.53
C: -4.75 -1.17 1.41
C: -5.22 -1.80 0.27
C: -4.35 -2.05 -0.81
C: -2.98 -1.80 -0.70
C: 2.13 0.19 -0.61
C: 2.67 -0.49 -1.71
C: 3.32 0.24 -2.71
C: 3.34 1.64 -2.65
C: 2.70 2.33 -1.63
C: 2.15 1.61 -0.57
H: 1.65 3.66 1.81
H: 1.46 4.06 0.17
H: 0.08 3.42 1.08
H: 3.06 -0.92 1.75
H: 1.59 -1.76 2.21
H: 2.43 -2.31 0.73
H: -1.03 -0.42 1.68
H: -2.99 -0.44 2.43
H: -5.44 -0.97 2.21
H: -6.22 -2.11 0.10
H: -4.72 -2.46 -1.73
H: -2.27 -2.00 -1.48
H: 2.56 -1.54 -1.77
H: 3.74 -0.31 -3.57
H: 3.77 2.17 -3.51
H: 2.65 3.40 -1.66

Summary:
Energy ... -1240.372742 hartree
SMILES ... CN1C(=S)[C@@](C)(C(=O)Nc2ccccc2)c2ccccc21
Molecular weight ... 296.395 g mol⁻¹
Kohn-Sham gap ... 8.239 eV
Charge ... 0
ΔE to the lowest compared entry with this formula, charge and spin ... 0.618 eV
Spin multiplicity ... 1

---

Below is C17H16N3O8SW as an isolated structure in a non-equilibrium geometry, with properties calculated with ωB97M-V/def2-TZVPD.

Cartesian coordinates (Å):
W: 0.13 -0.98 -0.67
O: 0.52 -1.43 3.28
C: 0.05 -1.43 2.20
O: 0.74 -1.64 1.03
C: -1.41 -1.26 1.87
C: -2.46 -1.11 2.74
C: -3.73 -0.95 2.19
C: -3.92 -0.96 0.81
C: -2.82 -1.15 0.02
N: -1.61 -1.31 0.56
C: -2.70 -1.19 -1.48
O: -3.58 -0.88 -2.23
O: -1.47 -1.57 -1.82
H: -2.27 -1.10 3.81
H: -4.58 -0.82 2.85
H: -4.89 -0.82 0.36
O: 3.40 -0.99 -0.54
C: 2.65 -0.14 -0.20
O: 1.53 0.15 -1.05
C: 2.75 0.67 1.01
C: 4.01 0.79 1.59
C: 4.18 1.53 2.74
C: 3.07 2.12 3.34
C: 1.81 1.98 2.80
C: 1.62 1.26 1.62
S: -0.03 1.10 1.03
H: 4.85 0.30 1.11
H: 5.16 1.64 3.18
H: 3.19 2.68 4.26
H: 0.95 2.42 3.28
C: -1.99 3.10 -2.25
O: -1.17 2.33 -3.17
C: -0.68 1.21 -2.73
O: -0.87 0.79 -1.58
N: 0.06 0.54 -3.61
N: 0.51 -0.72 -3.25
H: -2.15 4.05 -2.74
H: -1.47 3.22 -1.31
H: -2.94 2.58 -2.10
H: 0.13 0.87 -4.57
H: 1.51 -0.80 -3.45
H: -0.01 -1.44 -3.74
C: 0.87 -2.90 -1.23
H: 0.42 -3.26 -2.16
H: 0.69 -3.63 -0.45
H: 1.95 -2.84 -1.36

Summary:
Energy ... -1888.733932 hartree
Molecular weight ... 606.235 g mol⁻¹
Kohn-Sham gap ... 5.737 eV
Charge ... +1
ΔE to the lowest compared entry with this formula, charge and spin ... 1.560 eV
Spin multiplicity ... 1

---

Below is a single C17H16N4O3S molecule in a non-equilibrium geometry, with properties calculated with ωB97M-V/def2-TZVPD.

Cartesian coordinates (Å):
C: -1.52 -2.54 0.59
O: -1.52 -1.17 0.27
C: -2.71 -0.52 0.22
C: -3.94 -1.15 0.37
C: -5.12 -0.42 0.28
C: -5.09 0.94 0.02
C: -3.87 1.57 -0.13
C: -2.68 0.86 -0.03
C: -1.41 1.59 -0.18
C: -1.26 2.62 -1.14
C: -0.06 3.27 -1.20
C: 0.94 2.86 -0.31
S: 2.49 3.66 -0.35
C: 3.41 2.89 1.03
C: 4.05 1.57 0.63
O: 5.22 1.46 0.37
N: 3.13 0.57 0.59
C: 3.30 -0.72 0.17
C: 2.21 -1.60 -0.13
C: 2.82 -2.75 -0.50
C: 2.29 -4.07 -0.93
O: 4.15 -2.59 -0.45
N: 4.44 -1.33 -0.03
N: 0.73 1.88 0.56
N: -0.41 1.26 0.62
H: -0.47 -2.83 0.64
H: -1.99 -2.73 1.56
H: -2.02 -3.14 -0.18
H: -4.00 -2.20 0.56
H: -6.06 -0.93 0.40
H: -6.01 1.50 -0.05
H: -3.84 2.63 -0.30
H: -2.07 2.85 -1.82
H: 0.13 4.07 -1.91
H: 4.19 3.61 1.28
H: 2.72 2.78 1.86
H: 2.15 0.84 0.77
H: 1.17 -1.36 -0.06
H: 1.30 -3.96 -1.35
H: 2.96 -4.51 -1.67
H: 2.24 -4.75 -0.08

Summary:
Energy ... -1500.282248 hartree
SMILES ... COc1ccccc1-c1ccc(SCC(=O)Nc2cc(C)on2)nn1
Molecular weight ... 356.407 g mol⁻¹
Kohn-Sham gap ... 8.718 eV
Charge ... 0
ΔE to the lowest compared entry with this formula, charge and spin ... 4.317 eV
Spin multiplicity ... 1

---

Below is an isolated ion of composition C17H16NO and charge +1 in a non-equilibrium geometry, with properties calculated with ωB97M-V/def2-TZVPD.

Cartesian coordinates (Å):
C: -0.23 0.42 5.22
O: -1.07 0.23 4.09
C: -0.47 0.10 2.88
C: -1.31 0.00 1.73
C: -0.76 -0.03 0.45
C: 0.64 -0.11 0.26
C: 1.52 -0.07 1.44
C: 2.91 -0.12 1.22
C: 3.39 -0.20 -0.07
C: 2.50 -0.17 -1.14
N: 1.18 -0.16 -1.00
C: 0.43 -0.10 -2.54
C: -0.30 1.18 -2.51
C: -1.58 1.48 -2.87
C: -2.72 0.64 -2.94
C: -2.74 -0.74 -2.96
C: -1.62 -1.62 -2.92
C: -0.32 -1.36 -2.54
C: 0.94 0.08 2.72
H: -0.92 0.53 6.07
H: 0.44 -0.44 5.36
H: 0.39 1.32 5.09
H: -2.40 -0.01 1.86
H: -1.37 0.01 -0.45
H: 3.58 -0.09 2.09
H: 4.45 -0.26 -0.28
H: 2.89 -0.13 -2.14
H: 1.36 -0.09 -3.13
H: 0.37 1.99 -2.17
H: -1.81 2.54 -3.06
H: -3.70 1.12 -3.01
H: -3.74 -1.22 -3.04
H: -1.87 -2.69 -3.13
H: 0.32 -2.20 -2.21
H: 1.61 0.17 3.62

Summary:
Energy ... -787.075615 hartree
SMILES ... COc1ccc2c(ccc[n+]2C2C=CC=CC=C2)c1
Molecular weight ... 250.321 g mol⁻¹
Kohn-Sham gap ... 7.658 eV
Charge ... +1
Spin multiplicity ... 1

---

Below is C17H16O4SSm as an isolated structure in a non-equilibrium geometry, with properties calculated with ωB97M-V/def2-TZVPD.

Cartesian coordinates (Å):
Sm: 6.21 10.57 4.29
O: 3.41 10.60 6.83
C: 4.47 10.01 6.55
O: 5.65 10.57 6.37
C: 4.62 8.52 6.30
C: 4.70 7.79 7.47
C: 4.78 6.39 7.48
C: 4.89 5.69 6.31
C: 4.93 6.38 5.10
C: 4.72 7.81 5.07
S: 4.57 8.48 3.48
H: 4.67 8.31 8.44
H: 4.88 5.83 8.44
H: 5.03 4.60 6.22
H: 5.02 5.84 4.17
C: 8.79 10.21 9.90
C: 9.03 10.32 8.38
C: 8.77 9.23 7.52
C: 9.09 9.31 6.14
C: 9.00 8.02 5.32
C: 9.49 10.54 5.61
C: 9.74 11.63 6.47
C: 10.32 12.93 5.93
C: 9.43 11.52 7.82
C: 9.49 10.64 4.08
O: 10.45 10.89 3.40
O: 8.25 10.47 3.54
H: 7.71 10.04 10.11
H: 8.95 11.20 10.41
H: 9.42 9.40 10.31
H: 8.34 8.28 7.93
H: 10.01 7.75 4.98
H: 8.39 8.18 4.42
H: 8.59 7.27 6.00
H: 9.60 13.73 5.90
H: 10.58 12.67 4.90
H: 11.17 13.33 6.50
H: 9.57 12.40 8.47
H: 5.09 11.91 3.27

Summary:
Energy ... -2014.654282 hartree
Molecular weight ... 466.738 g mol⁻¹
Kohn-Sham gap (spin up / spin down) ... 7.566 / 7.581 eV
Charge ... -1
ΔE to the lowest compared entry with this formula, charge and spin ... 0.193 eV
Spin multiplicity ... 6
<S²> ... 8.761

---

Below is C17H17BrCdN5O3S2 as an isolated structure, with properties calculated with ωB97M-V/def2-TZVPD.

Cartesian coordinates (Å):
Cd: -0.13 0.46 0.26
C: -3.69 -3.55 0.32
S: -4.26 -1.85 0.10
C: -2.80 -1.11 -0.59
S: -2.80 0.61 -0.67
N: -1.87 -1.91 -0.99
N: -0.74 -1.20 -1.33
C: -0.20 -1.52 -2.44
C: 0.96 -0.75 -2.94
C: 1.84 -1.32 -3.85
C: 2.90 -0.56 -4.31
C: 3.04 0.74 -3.85
C: 2.10 1.22 -2.95
N: 1.08 0.51 -2.51
H: -4.49 -4.10 0.81
H: -3.46 -4.01 -0.64
H: -2.79 -3.58 0.94
H: -0.60 -2.33 -3.04
H: 1.70 -2.35 -4.17
H: 3.61 -0.98 -5.02
H: 3.85 1.37 -4.19
H: 2.16 2.24 -2.58
Br: -1.32 4.02 1.09
C: -1.97 2.73 2.33
C: -2.93 3.12 3.25
C: -3.38 2.13 4.13
C: -2.86 0.85 4.04
C: -1.91 0.58 3.07
N: -1.49 1.52 2.23
C: -1.31 -0.83 2.94
O: -1.57 -1.60 3.87
O: -0.67 -1.08 1.88
H: -3.30 4.13 3.28
H: -4.14 2.38 4.86
H: -3.16 0.05 4.70
N: 4.39 -0.16 -0.89
C: 3.23 -0.35 -0.18
O: 2.49 -1.27 -0.44
C: 2.98 0.65 0.92
C: 1.75 1.53 0.66
H: 4.54 -0.75 -1.69
H: 4.97 0.64 -0.74
H: 3.89 1.24 1.09
H: 2.82 0.06 1.83
H: 1.96 2.25 -0.13
H: 1.56 2.12 1.57

Summary:
Energy ... -4695.752899 hartree
Molecular weight ... 595.805 g mol⁻¹
Kohn-Sham gap ... 7.246 eV
Charge ... -1
ΔE to the lowest compared entry with this formula, charge and spin ... 0.893 eV
Spin multiplicity ... 1

---

Below is a single C17H17ClN2S molecule, with properties calculated with ωB97M-V/def2-TZVPD.

Cartesian coordinates (Å):
C: -2.18 -1.69 0.27
C: -3.15 -0.56 0.15
C: -4.52 -0.79 0.10
Cl: -5.11 -2.42 0.10
C: -5.45 0.23 0.05
C: -5.01 1.54 0.06
C: -3.66 1.81 0.09
C: -2.73 0.78 0.11
N: -1.36 1.09 0.16
C: -0.47 0.72 -0.81
S: -0.98 0.00 -2.21
N: 0.83 1.01 -0.57
C: 1.25 1.51 0.73
C: 2.77 1.42 0.91
C: 3.26 0.08 0.47
C: 4.10 -0.73 1.22
C: 4.49 -1.96 0.73
C: 4.03 -2.40 -0.51
C: 3.18 -1.60 -1.25
C: 2.80 -0.36 -0.77
C: 1.87 0.57 -1.48
H: -1.94 -2.08 -0.72
H: -1.25 -1.35 0.73
H: -2.60 -2.49 0.87
H: -6.50 0.00 0.00
H: -5.73 2.35 0.03
H: -3.31 2.83 0.08
H: -1.15 1.95 0.65
H: 0.77 0.91 1.51
H: 0.94 2.56 0.85
H: 3.25 2.19 0.30
H: 3.02 1.62 1.95
H: 4.45 -0.39 2.19
H: 5.15 -2.59 1.31
H: 4.33 -3.36 -0.88
H: 2.81 -1.93 -2.21
H: 1.39 0.09 -2.33
H: 2.42 1.45 -1.85

Summary:
Energy ... -1625.926146 hartree
SMILES ... Cc1c(Cl)cccc1NC(=S)N1CCc2ccccc2C1
Molecular weight ... 316.857 g mol⁻¹
Kohn-Sham gap ... 8.556 eV
Charge ... 0
ΔE to the lowest compared entry with this formula, charge and spin ... 0.000 eV
Spin multiplicity ... 1